(1)
Entry from the Open Molecules 2025 dataset: a 5-piece molecular cluster, C22H25F4NO15S overall in a non-equilibrium geometry (the ωB97M-V functional and the def2-TZVPD basis).

Geometry as XYZ:
```
68
Properties=species:S:1:pos:R:3:forces:R:3
C -3.614950 4.238672 -2.215756 -0.2175 -0.7947 0.6095
C -0.865900 -2.615839 0.625372 0.9722 -2.6587 -1.5293
O -3.886503 3.945930 -3.579468 0.1009 0.5416 -0.2649
O 5.535284 -2.851855 1.477581 -2.0024 -1.0990 -3.3089
H -1.272449 -1.659352 1.110358 0.7496 -1.6609 -0.7830
H 2.842869 -2.295125 6.562085 0.0845 -0.2451 0.0042
C -1.509237 10.242751 0.810551 0.3332 0.9626 -0.0524
H -4.361901 3.787789 -1.561537 0.0121 -0.0200 -0.2461
F -0.283388 8.489599 1.784995 0.1551 -0.1369 -0.0325
C -3.843941 -1.051269 -2.428696 -0.7792 -0.6369 -0.1491
H -0.840177 10.908535 0.263435 -0.2335 -0.0319 -0.0759
H 2.301443 -2.100270 -1.947472 1.4361 -1.0846 0.1297
C 0.140926 -5.186702 -0.715857 -1.2859 2.9180 1.5427
C -3.246787 8.923937 0.336478 -1.5747 -0.3334 -0.3615
H -4.595229 -1.332170 -3.168242 0.2186 -0.1067 0.0037
O 0.092800 -4.318672 4.734437 0.9518 0.3542 0.3097
H 3.851112 -4.327949 4.488998 0.0854 -0.0697 0.1301
H -2.930214 -3.798681 0.758239 2.0317 0.2413 -0.4357
C 0.628239 -2.655921 0.130449 -2.6036 -3.4376 -0.3954
O 4.983144 -4.729960 -0.357618 -0.9589 2.5053 0.5652
H 3.782651 -1.242905 -0.224749 0.8603 -1.7948 -0.5968
O -2.293209 8.102199 0.858057 -0.0336 0.5996 -0.4750
H -2.630361 3.843948 -1.949064 -0.0018 0.2476 0.0437
O -2.660198 -1.820105 -2.585193 0.4744 0.5575 0.0589
C 4.267089 -2.045162 -0.901620 -0.5763 0.7770 -1.4036
C -1.615699 -0.990538 -2.306939 1.4743 -0.8792 0.1238
F -4.062617 1.225935 -1.880856 -0.0478 0.2109 -0.0150
C 2.928459 -2.641918 5.528277 0.3419 0.9729 -0.0237
O -2.030602 0.293625 -2.110762 -0.1652 -0.4347 -0.4153
H -4.663475 6.148340 -2.039334 0.1596 0.1256 0.1243
H 1.327528 -1.753324 0.268713 -1.3507 -1.5902 -0.2725
C -3.663488 5.732991 -2.193922 0.3511 0.4834 0.3910
F 4.163890 -4.403585 6.472839 0.1275 -0.1272 -0.0036
O 6.833974 -2.980153 -0.567493 -4.4521 -1.0041 0.4293
H -1.599885 10.603104 1.839174 0.0988 -0.2470 0.0061
O -3.193932 6.090690 -3.478538 -0.5166 -0.5205 -0.0634
C 3.559011 -4.931395 -0.127235 -2.3100 -1.4614 1.1303
H -4.255431 -1.217379 -1.428890 0.0633 0.2477 -0.0160
H 2.346023 -5.265765 1.551741 0.4290 0.7010 -0.3158
C -3.542916 5.056055 -4.293596 0.0821 -0.0699 -1.6883
F -2.811664 6.233961 -1.268834 0.0187 0.1259 0.0328
C -1.325637 -5.131672 -0.228899 3.0144 2.7991 0.1201
N 3.164814 -4.694730 1.307363 0.8749 -0.0981 -1.3328
H 3.014997 -3.691737 1.477443 -0.2375 -0.7798 0.0691
H -0.584675 8.539208 -0.200555 0.0723 -0.0882 0.1494
H 3.581637 -3.043220 -2.864870 -0.2389 0.3267 1.8208
C -1.828891 -3.819055 0.430432 3.1604 -0.4843 -1.0934
O -3.553294 5.115067 -5.487830 0.0649 -0.1136 1.0783
S 5.440617 -3.161719 0.011178 5.9825 1.4381 1.5656
C 3.362150 -4.069150 5.433139 0.5103 -0.4313 0.3928
C 2.593286 -4.169262 -1.167505 -0.8205 0.1081 -0.7508
C -3.346038 0.345443 -2.622392 -0.1390 0.5108 0.2565
H -1.966931 -6.067855 -0.387095 0.8903 1.7773 0.3895
H 3.373906 -6.061522 -0.287370 0.6572 1.8594 0.1620
C -1.078206 8.812715 0.736663 0.3243 -0.4165 0.5164
O -2.795100 10.203593 0.209244 -0.1216 -0.6689 0.0097
C 1.190589 -3.960946 5.046907 -1.5585 -0.3240 -0.3275
O -0.475744 -1.344195 -2.248257 -0.9802 0.4481 -0.1929
H 3.592967 -1.967520 4.986093 -0.2200 -0.0547 -0.0889
O 2.150160 -4.786257 5.552156 -0.1276 0.5672 -0.5144
C 1.106966 -3.953050 -0.555855 -2.4167 -0.3192 0.8266
O -4.344168 8.565275 0.022246 0.9407 0.3337 0.3202
H 2.431820 -4.899298 -2.051314 0.3155 1.2075 1.4162
O 1.638420 -2.677155 4.933447 -0.1343 -0.6584 -0.0115
H 4.929485 -1.441464 -1.633148 -0.7061 -1.1816 1.4343
H -3.322057 0.673702 -3.665613 -0.0789 0.1711 0.1327
H 0.546755 -6.145762 -1.208787 -0.7276 1.7541 0.8311
C 3.191884 -2.821500 -1.806930 -0.8026 0.1906 0.1095
```
Positions in Å, forces in eV/Å.

As for the SMILES: N[C@@H]1OS(=O)(=O)CC[C@@H]1c1ccccc1.O=C1OC[C@@H](F)O1.O=C1OC[C@@H](F)O1.O=C1OC[C@@H](F)O1.O=C1OC[C@@H](F)O1. The calculation puts the strongest force on any atom at 6.3 eV Å⁻¹. Its gap between HOMO and LUMO is 9.26 eV.

=====

(2)
Entry from the Open Molecules 2025 dataset: C22H25F7MnN4O7S2 as an isolated structure (the ωB97M-V functional and the def2-TZVPD basis).

Geometry as XYZ:
```
68
Properties=species:S:1:pos:R:3:forces:R:3
C -3.009225 -2.688081 0.643761 -0.0321 -0.0073 0.0041
H -2.574082 6.124909 -1.403742 -0.0044 0.0013 -0.0107
H 0.513935 -2.598206 -2.489875 0.0241 -0.0137 -0.0123
C 0.844237 5.166853 -0.471134 -0.0556 0.0818 0.1079
H -3.177572 6.066950 0.265123 -0.0360 0.0194 0.0062
C 2.590179 3.607739 -1.172704 -0.0869 0.0260 0.0045
C -0.333975 7.704128 -0.847105 -0.0665 0.0106 -0.0450
F 4.162620 -0.702928 2.657883 0.0082 -0.0030 -0.0588
F 2.369037 0.346459 2.019451 -0.0451 0.0344 0.1161
H -2.671205 -3.719179 0.559619 0.0156 0.0025 0.0052
C -3.281228 -2.095942 -0.731379 0.0380 0.0371 -0.0787
C -1.440158 2.027789 1.261726 -0.0609 -0.1916 0.0715
F 1.035153 -2.866817 4.069834 0.0400 0.0512 -0.0136
H -2.196777 -5.285056 -3.106945 -0.0180 -0.0206 0.0015
H 1.679272 8.348678 -1.272024 0.0084 0.0017 0.0118
C 1.162102 7.655787 -0.610331 0.0219 0.0121 -0.0117
C 1.655657 6.260709 -0.844938 -0.0266 -0.0380 0.0110
N -2.138849 -2.189571 -1.677114 0.0128 -0.1078 0.0072
N -0.423677 5.380846 0.073446 -0.0057 0.0112 -0.0858
H -4.091172 -2.641641 -1.209578 -0.0012 0.0212 0.0234
O -2.582303 2.148304 1.585181 0.0757 0.0849 -0.0250
H 1.398271 7.957982 0.414432 -0.0026 -0.0046 0.0088
S 3.013625 -1.604740 0.464139 -0.1766 0.0309 -0.1323
C 0.617995 -3.673725 3.121243 -0.0520 -0.1023 0.0161
C -1.093453 4.379205 0.604937 0.0273 -0.0519 -0.0570
H -2.956550 7.608576 -0.530351 -0.0084 0.0091 0.0016
C -2.537621 6.608820 -0.426974 0.0111 0.0163 0.0204
H -0.341587 -1.480541 -3.560362 0.0481 0.0140 0.0239
C -2.158002 -4.603567 -2.258806 -0.0508 -0.0125 -0.0361
H -1.853631 -0.394188 -0.081720 0.0370 -0.0978 0.0541
C -2.325708 -3.180949 -2.766126 0.0321 0.0752 0.0333
C 0.545793 2.778706 -0.071287 0.0132 -0.1229 -0.1550
C -0.632961 3.064795 0.589632 -0.0143 0.1495 0.0382
H -3.612876 -1.055389 -0.683503 0.0036 -0.0022 0.0326
H -2.050817 4.598389 1.054791 -0.0001 -0.0414 0.0115
C 3.530819 -0.248292 1.611547 0.0497 0.0623 -0.0108
C -1.051230 -1.473237 -1.568034 -0.2508 0.2668 0.0223
S 0.844255 -2.846570 1.469567 -0.0251 0.1263 0.1452
O 1.904658 -0.906083 -0.287842 0.2022 -0.0648 0.0211
H -3.940607 -2.678027 1.208363 -0.0035 -0.0008 0.0104
O 4.109546 -2.003282 -0.324045 0.0078 -0.0050 0.0686
H 2.963593 2.602507 -1.295489 0.0148 -0.0111 0.0196
O -0.761922 0.875919 1.553178 0.0466 0.0672 -0.0635
C -1.098413 6.745502 0.047570 0.0565 -0.0640 0.0800
H -1.202709 -4.736063 -1.754259 0.0608 0.0066 0.0121
F 4.243105 0.642900 0.960325 -0.0103 -0.0328 0.0164
F -0.674846 -3.913923 3.247850 0.0623 0.0237 -0.0354
H 0.811572 -0.850689 -2.397455 0.0798 0.0454 0.0751
O 0.184242 -1.504309 1.691138 0.0996 -0.1837 -0.0419
N -1.011121 -0.470894 -0.643136 0.0834 -0.0860 -0.0113
H -0.551334 7.471307 -1.893220 0.0048 -0.0035 -0.0021
N 2.403556 -2.678842 1.414088 -0.0686 -0.0301 -0.1140
C 2.886504 6.001575 -1.390758 0.0074 -0.0485 -0.0042
C 1.329430 3.849037 -0.596872 0.0138 0.0186 -0.0184
C 3.331387 4.684068 -1.560966 -0.0019 0.0419 -0.0062
F 4.526511 4.496525 -2.104792 0.0054 -0.0093 -0.0037
O 0.235336 -3.618532 0.439695 0.0345 0.0005 -0.0240
H -2.271776 -2.131195 1.219053 0.0261 0.0380 -0.0182
H -3.329680 -3.014391 -3.155239 0.0143 -0.0196 -0.0350
H -1.068937 7.095099 1.081990 0.0535 0.0157 -0.0164
F 1.307163 -4.790878 3.111342 -0.0523 0.0389 -0.0204
H -0.724709 8.702966 -0.655268 -0.0023 -0.0039 -0.0104
Mn 0.392283 0.022247 0.523072 -0.3419 0.1324 -0.1401
O 0.989292 1.551068 -0.249407 0.1274 -0.1150 0.1242
H 3.536857 6.813123 -1.691207 0.0122 -0.0005 -0.0050
H -1.629329 -2.963947 -3.569024 -0.0170 -0.0565 0.0423
C 0.058585 -1.610308 -2.554437 0.0343 -0.0234 0.0353
H -2.956831 -4.883581 -1.573230 0.0033 0.0015 0.0196
```
Positions in Å, forces in eV/Å.

As for the charge: +2. Its expectation value of S² is 3.879. As for the spin multiplicity: 4. The calculation puts the strongest force on any atom at 0.4 eV Å⁻¹. Its gap between HOMO and LUMO (alpha / beta) is 5.51 / 6.92 eV.

=====

(3)
Entry from the Open Molecules 2025 dataset: one molecule with the formula C22H25FN4O3 (the ωB97M-V functional and the def2-TZVPD basis).

Geometry as XYZ:
```
55
Properties=species:S:1:pos:R:3:forces:R:3
F -6.158650 2.053727 -1.766786 0.0440 -0.0445 0.0553
H 1.619519 -3.330864 -1.103659 0.0579 -0.0238 -0.0812
C -4.404868 0.708879 -0.975333 -0.0134 0.0647 0.0491
H -4.109880 0.471044 -1.984156 0.0287 -0.0046 -0.1123
C 0.610272 -0.058366 1.482079 -0.1869 0.0490 0.0303
H 3.666173 3.595748 1.208903 -0.0744 -0.1320 0.0042
C -3.710172 0.183240 0.106985 -0.6917 0.3838 0.2149
O 3.339356 3.735206 -0.770751 0.0674 0.1208 -0.0183
H -6.744763 2.486888 0.712325 -0.0965 0.0673 -0.0132
H -5.530243 1.490694 2.635029 -0.0307 0.0180 0.0856
C 1.194496 -1.325463 1.094780 0.1813 -0.4598 0.1449
H -1.946559 1.543421 2.144102 0.0612 0.0420 -0.0716
H 3.440627 1.146210 1.366430 0.0700 0.0446 -0.0392
H 3.792967 -2.280218 -0.162826 0.0279 0.1234 -0.0517
H 1.941925 -3.845550 0.553902 0.0667 -0.0530 0.0214
C 2.357247 1.694766 -1.684219 -0.0167 0.1512 -0.3005
N 2.964347 0.870514 -0.655390 -0.1548 0.2633 -0.0793
H 2.275003 1.090719 -2.590559 -0.0296 0.1551 0.1020
H 2.796621 3.548196 -2.710980 0.0460 -0.1240 0.0220
C -5.209975 1.282591 1.625921 0.0299 0.0215 -0.0767
H 4.227784 2.597869 -2.244845 -0.1274 0.0217 -0.0104
C 1.165339 -3.515047 -0.130041 0.0149 0.0200 -0.0059
C 3.650904 1.596481 0.396681 0.2871 0.2025 0.2791
H -0.376519 2.149881 1.600369 -0.1749 -0.0725 -0.0841
N -0.710039 0.196857 1.091649 0.0411 0.0003 0.0779
C -1.382779 -0.739518 0.382692 0.2183 -0.7544 -0.4503
C 2.940151 -0.470546 -0.799433 0.4037 -0.1308 0.0803
H -3.620712 -0.018216 2.238214 0.0649 -0.0524 0.0537
C -1.228242 1.526825 1.323816 0.0392 0.4979 0.1803
C 2.639297 -1.483574 1.495436 -0.0825 0.0886 0.0432
C 0.531827 -2.247834 0.335414 -0.0513 0.4051 0.2463
N -2.634690 -0.685750 -0.138912 0.7435 -0.0152 0.1926
C -0.799799 -1.937734 -0.049790 -0.4507 0.5549 0.2254
C 3.225868 2.921428 -1.924388 -0.0726 -0.1579 -0.2048
C -5.487053 1.529930 -0.724653 0.1078 -0.0624 0.1637
H 0.426392 -4.302932 -0.232874 -0.0041 -0.0978 0.0103
H 4.734478 1.597391 0.215259 -0.0640 0.0349 0.0731
H 2.809889 -2.461437 1.949845 0.0309 0.0330 0.0004
C -1.762599 -3.801971 -1.647362 -0.0546 0.0028 -0.0037
H -1.728413 -4.663135 -0.981064 0.0283 -0.0800 -0.0241
O 2.400510 -0.995141 -1.761081 -0.1417 -0.3081 -0.2562
C -1.798966 -2.535219 -0.873061 0.0517 0.4094 0.2250
C -4.127697 0.448767 1.407619 0.1012 -0.1673 -0.1450
H 2.849091 -0.726778 2.252310 0.0091 -0.1540 -0.0400
C 3.136127 3.032101 0.437897 -0.0518 -0.1592 0.2819
C -5.897197 1.838409 0.560769 -0.0372 0.0201 -0.1805
H 2.068806 3.014265 0.697860 0.1154 -0.0047 0.0116
C 3.589885 -1.308667 0.288702 -0.0366 -0.0370 -0.0846
N -2.864456 -1.775178 -0.913463 -0.4974 -0.5738 -0.5010
H -1.701297 1.912548 0.420916 -0.0185 -0.0325 0.0346
O 1.208966 0.805816 2.115546 0.1223 0.0959 0.1178
H 1.348979 2.000735 -1.378757 0.0151 -0.0219 -0.0960
H -2.663382 -3.864686 -2.251687 -0.0183 -0.0452 -0.0508
H 4.534992 -0.872236 0.609757 0.0681 -0.0329 0.0166
H -0.888884 -3.825083 -2.295142 0.0346 -0.0901 -0.0619
```
Positions in Å, forces in eV/Å.

The energy above the lowest of the compared OMol25 structures with the same formula, charge and spin comes out at 26.6 kcal/mol. As for the SMILES: Cc1nn(-c2cccc(F)c2)c2c1c(C)c(CCC(=O)N1CCOCC1)c(=O)n2C. The calculation puts the strongest force on any atom at 0.9 eV Å⁻¹. Its gap between HOMO and LUMO is 8.70 eV.